Below is a structure of composition C26H28CeN2O6, with properties calculated with wB97M-V/def2-TZVPD.

Output
- total charge = +1
- multiplicity = 2
- relative energy (zero: lowest compared OMol25 entry of this formula, charge and spin) (eV) = 1.1542
- HOMO level (spin up / spin down) (eV) = -11.54 / -11.54

XYZ file:
```
63
C26H28CeN2O6, DFT wB97M-V/def2-TZVPD
Ce 9.19 7.39 11.92
O 7.07 7.86 10.57
O 10.45 7.65 9.99
O 7.49 6.25 12.78
O 8.35 9.17 13.22
O 6.74 10.28 14.25
O 5.93 6.31 14.45
N 10.59 6.82 7.86
N 11.55 6.58 6.91
C 11.19 7.28 9.04
C 12.60 7.11 8.80
C 6.40 6.75 13.43
C 10.49 7.17 14.83
C 7.11 9.54 13.42
C 6.99 6.12 7.47
C 11.95 9.15 14.21
C 8.36 5.97 7.77
C 11.21 5.79 5.72
C 14.01 6.45 6.65
C 6.13 9.16 12.32
C 9.25 6.98 7.43
C 11.62 5.48 12.95
C 5.78 7.26 10.99
C 6.66 9.25 10.89
C 6.58 7.21 6.67
C 12.78 6.73 7.47
C 8.85 8.02 6.64
C 11.53 7.70 14.04
C 5.54 9.35 9.90
C 7.52 8.15 6.23
C 12.08 6.82 13.10
C 5.64 7.68 12.46
C 10.49 5.06 13.67
C 4.72 8.06 10.13
C 9.88 5.94 14.60
H 12.94 9.22 13.83
H 11.96 9.45 15.27
H 8.61 5.19 8.45
H 5.90 6.24 10.73
H 14.07 5.44 6.32
H 5.31 9.90 12.46
H 4.64 7.68 12.80
H 13.38 7.33 9.48
H 9.46 8.83 6.45
H 12.09 5.72 5.11
H 10.40 6.26 5.23
H 3.82 8.26 10.64
H 12.12 4.90 12.16
H 9.96 7.84 15.56
H 8.94 5.71 15.11
H 7.47 9.96 10.71
H 6.26 5.43 7.77
H 4.86 10.21 10.01
H 12.80 7.21 12.33
H 10.04 4.07 13.40
H 5.97 9.27 8.86
H 13.96 7.08 5.78
H 14.80 6.73 7.28
H 4.51 7.73 9.13
H 7.15 9.02 5.62
H 10.84 4.80 5.98
H 11.28 9.88 13.73
H 5.53 7.28 6.37
```